Formula: C25H62IN12O18S3
Source: OMol25
Level of theory: the ωB97M-V functional and the def2-TZVPD basis

Summary:
DFT total energy: -4493.79826 Ha
Multiplicity: 1
Orbital gap: 8.78 eV
Total charge: -1

Last column: Löwdin charge in e.
Geometry (Å):
O (-1.19121, 1.29583, 6.20034)  -0.28
S (-1.19906, 0.58030, 4.98670)  0.50
O (-2.50058, 0.23696, 4.56639)  -0.27
O (-0.46273, 1.46552, 3.97107)  -0.17
C (-0.25996, -0.90521, 5.28307)  -0.20
C (-0.86463, -2.21173, 4.73544)  -0.23
C (-0.04304, -2.88992, 3.64806)  -0.27
S (-0.30885, -2.21307, 2.02587)  0.45
O (-1.71256, -2.08528, 1.93716)  -0.29
O (0.24433, -3.14339, 1.09288)  -0.34
N (0.25363, -0.72032, 1.90646)  -0.32
S (1.77677, -0.49137, 1.48787)  0.08
O (2.12701, -1.07010, 0.24483)  -0.38
O (1.98549, 0.90153, 1.55522)  -0.41
I (3.34712, -1.33210, 3.16392)  0.59
H (-0.90095, 1.39431, 3.09560)  0.08
H (-0.25260, -0.97711, 6.35491)  0.09
H (0.75495, -0.80977, 4.93003)  0.06
H (-0.88806, -2.93072, 5.54100)  0.11
H (-1.87962, -2.09669, 4.38888)  0.09
H (-0.41990, -3.89550, 3.53667)  0.10
H (0.99614, -2.96532, 3.92137)  0.03
O (-0.16919, 6.14239, 1.40777)  -0.01
C (0.22995, 5.02755, 1.73161)  -0.61
N (0.47495, 4.06766, 0.81873)  0.19
C (0.47745, 4.64293, 3.17271)  0.00
H (0.80255, 3.15022, 1.06858)  0.08
H (0.31750, 4.28846, -0.15698)  0.06
H (-0.45047, 4.75028, 3.73169)  0.08
H (1.22685, 5.31255, 3.59307)  0.07
H (0.82818, 3.61721, 3.27371)  0.07
O (0.06749, -7.36190, 1.42470)  0.01
C (0.02028, -6.97644, 0.26700)  -0.60
N (0.17466, -5.68905, -0.09675)  0.18
C (-0.17638, -7.92140, -0.89895)  -0.02
H (0.15251, -5.40344, -1.05999)  0.05
H (0.35079, -4.97258, 0.59803)  0.07
H (-1.11620, -8.46100, -0.79909)  0.08
H (0.65339, -8.62758, -0.90360)  0.08
H (-0.17582, -7.37936, -1.84417)  0.05
O (1.14764, -5.05222, -2.71977)  -0.03
C (2.10288, -4.64839, -2.06104)  -0.58
N (2.87322, -5.50380, -1.35835)  0.19
C (2.46957, -3.19038, -1.97635)  0.01
H (3.64931, -5.20375, -0.79887)  0.11
H (2.63726, -6.48155, -1.38438)  0.11
H (1.62531, -2.63819, -1.56370)  0.08
H (2.68485, -2.81948, -2.97806)  0.08
H (3.33742, -3.01883, -1.34344)  0.08
O (-2.58217, 2.68694, 3.01042)  0.04
C (-3.62917, 3.24961, 2.76912)  -0.56
N (-3.74555, 4.16225, 1.76887)  0.18
C (-4.87984, 2.97317, 3.56487)  0.00
H (-4.60500, 4.63487, 1.54893)  0.07
H (-2.92176, 4.36435, 1.22731)  0.10
H (-4.69328, 3.20893, 4.61062)  0.09
H (-5.12218, 1.91457, 3.48051)  0.09
H (-5.72322, 3.56591, 3.21020)  0.05
O (-7.06171, 4.38332, 1.13171)  0.03
C (-8.15896, 3.86216, 1.08230)  -0.59
N (-8.37999, 2.63002, 1.60726)  0.17
C (-9.34836, 4.53650, 0.43930)  -0.01
H (-9.27184, 2.17382, 1.58051)  0.10
H (-7.60262, 2.15721, 2.03868)  0.10
H (-9.11576, 4.73934, -0.60384)  0.08
H (-9.53735, 5.47826, 0.95011)  0.08
H (-10.24816, 3.92455, 0.48581)  0.07
O (1.16540, -2.97145, -7.65613)  0.03
C (1.60063, -3.81551, -6.89694)  -0.60
N (1.32389, -3.79300, -5.56413)  0.16
C (2.47645, -4.95569, -7.36517)  -0.02
H (1.67326, -4.47095, -4.91010)  0.06
H (0.74798, -3.04586, -5.21233)  0.11
H (3.37387, -4.54967, -7.82574)  0.09
H (1.94047, -5.54071, -8.10266)  0.06
H (2.76655, -5.60874, -6.53991)  0.07
O (4.00712, 4.07387, 3.61177)  0.04
C (4.22255, 5.06017, 2.93960)  -0.61
N (3.80114, 5.13575, 1.64596)  0.17
C (4.95513, 6.27056, 3.47450)  0.00
H (3.95458, 5.93649, 1.06365)  0.09
H (3.30332, 4.34490, 1.26883)  0.10
H (5.94983, 5.97219, 3.79694)  0.09
H (4.41123, 6.66163, 4.33019)  0.06
H (5.05088, 7.06156, 2.73128)  0.07
O (5.79842, 8.85344, 5.99755)  0.03
C (4.86429, 9.14090, 6.71704)  -0.60
N (4.72443, 10.39439, 7.23606)  0.14
C (3.79095, 8.14581, 7.09346)  0.00
H (3.96327, 10.65909, 7.83158)  0.09
H (5.42332, 11.07796, 7.00221)  0.10
H (4.25377, 7.30385, 7.60342)  0.09
H (3.30746, 7.78613, 6.18792)  0.08
H (3.03275, 8.57766, 7.74550)  0.07
O (2.95664, -7.06275, -9.47703)  0.03
C (2.99369, -8.24115, -9.18888)  -0.59
N (3.62673, -8.67856, -8.06477)  0.16
C (2.34602, -9.30730, -10.04192)  -0.01
H (3.67135, -9.64410, -7.80015)  0.09
H (4.06586, -7.99037, -7.47753)  0.10
H (2.78532, -9.27599, -11.03657)  0.08
H (1.28138, -9.09738, -10.11806)  0.09
H (2.47814, -10.30739, -9.63058)  0.07
O (-0.07723, 4.60686, -2.01294)  0.02
C (-0.76485, 5.46999, -2.52322)  -0.58
N (-2.09718, 5.29122, -2.71090)  0.16
C (-0.19662, 6.79131, -2.97777)  0.00
H (-2.69056, 5.98432, -3.12481)  0.09
H (-2.49833, 4.41808, -2.41261)  0.11
H (0.57356, 6.60535, -3.72363)  0.09
H (0.24961, 7.28901, -2.11902)  0.09
H (-0.95490, 7.44368, -3.40946)  0.07
O (-3.77560, -4.75169, -4.70309)  0.03
C (-2.81118, -5.07103, -4.03485)  -0.60
N (-1.53063, -4.94625, -4.45933)  0.16
C (-2.88584, -5.62072, -2.63002)  0.00
H (-0.73342, -5.18611, -3.89465)  0.05
H (-1.37465, -4.58775, -5.38708)  0.10
H (-3.47873, -6.53384, -2.61933)  0.09
H (-3.34654, -4.88422, -1.97496)  0.09
H (-1.88568, -5.85052, -2.27172)  0.04

Forces on the atoms, in the same order (eV/Å):
1.0 1.1 2.0
-0.7 -0.3 1.2
-1.3 -1.0 -1.5
0.6 -0.1 -1.2
-0.2 -0.7 -0.7
0.5 0.1 -0.2
-0.2 0.3 0.3
-0.4 0.1 0.1
-2.1 0.4 0.1
1.5 -0.7 -0.7
1.3 -0.7 0.8
-1.9 0.5 -0.4
0.8 -1.4 -0.9
0.5 2.2 0.6
0.2 -0.3 0.2
0.2 0.1 0.2
0.1 0.3 0.5
0.3 0.4 -0.1
-0.1 -0.2 0.4
-0.3 0.3 -0.1
-0.1 -0.4 -0.3
0.5 0.1 -0.1
0.0 0.0 0.0
0.0 0.0 0.3
0.1 0.0 -0.3
0.0 -0.1 -0.1
0.0 -0.1 0.1
0.0 -0.1 0.0
0.0 0.0 0.0
0.0 0.0 0.0
0.0 0.0 0.0
0.0 -0.2 0.0
0.0 0.4 -0.1
-0.2 -0.2 0.5
0.0 0.1 -0.2
-0.1 -0.1 0.0
-0.2 0.0 0.0
0.1 -0.1 0.1
-0.1 -0.2 0.0
0.0 -0.1 -0.1
-0.2 -0.1 -0.5
0.7 0.4 0.3
0.1 -0.1 -0.4
0.0 -0.2 0.0
-0.1 0.1 0.1
0.0 0.0 0.1
0.1 0.0 0.0
-0.1 0.0 -0.1
-0.1 0.1 0.0
0.2 0.1 -0.2
-0.2 0.2 -0.2
0.1 0.0 0.0
-0.3 0.2 -0.1
-0.1 -0.2 0.1
0.1 0.1 0.0
0.1 -0.1 0.0
0.1 -0.1 0.1
0.0 0.0 0.0
0.1 0.2 -0.1
0.0 -0.2 0.0
0.1 0.0 0.1
-0.1 -0.2 0.1
0.0 0.0 0.0
0.0 0.0 0.0
0.0 0.1 0.0
0.1 0.1 0.0
0.0 0.0 0.0
0.0 0.0 -0.1
0.1 0.0 0.2
0.0 0.1 -0.1
-0.1 0.1 0.4
-0.1 0.0 0.0
0.0 0.0 0.0
0.0 0.0 -0.1
0.0 0.0 -0.1
0.0 0.0 0.0
0.1 0.0 0.3
-0.1 0.0 -0.3
0.1 -0.1 0.0
-0.1 0.0 -0.3
0.0 0.0 0.1
-0.1 0.0 0.0
0.0 0.0 0.1
0.1 0.0 0.1
0.0 0.0 0.0
0.0 0.0 0.0
-0.1 0.0 0.0
0.1 0.1 0.0
0.0 0.2 0.1
0.0 -0.1 0.0
0.0 0.0 0.0
0.0 -0.1 -0.1
0.0 -0.1 0.0
0.0 0.0 0.0
0.0 -0.1 -0.2
0.0 0.0 0.0
0.0 0.0 0.0
0.1 -0.1 0.2
0.0 0.0 0.0
0.0 0.0 0.0
0.0 0.1 0.0
0.0 0.1 -0.1
0.0 0.0 0.0
0.1 0.0 -0.1
-0.1 0.1 0.0
0.0 -0.1 0.0
-0.2 0.1 -0.1
0.1 0.0 0.0
0.0 0.0 0.0
0.1 0.0 0.1
0.1 0.0 0.0
0.0 0.0 0.0
0.0 -0.1 0.0
0.3 0.0 0.4
0.0 0.1 -0.7
-0.1 -0.1 0.0
0.0 0.1 0.1
0.1 0.0 0.0
-0.1 0.0 0.0
0.0 0.0 0.0
-0.1 0.0 0.2